No. 1
{"formula": "C35H52N4RuS2Sb2Si", "method": "ωB97M-V with the def2-TZVPD basis set", "elements": ["Ru", "C", "Sb", "C", "C", "C", "C", "C", "C", "C", "C", "C", "Sb", "C", "C", "H", "H", "H", "H", "H", "H", "H", "H", "H", "H", "H", "H", "H", "H", "H", "H", "H", "H", "H", "H", "C", "Si", "C", "C", "C", "C", "C", "C", "N", "C", "S", "H", "H", "H", "H", "H", "H", "H", "H", "H", "H", "H", "H", "C", "N", "C", "C", "C", "C", "C", "C", "C", "C", "H", "H", "H", "H", "H", "H", "H", "H", "H", "H", "H", "H", "C", "C", "C", "C", "N", "C", "S", "N", "C", "H", "H", "H", "H", "H", "H", "H", "H"], "coordinates": [[-0.443, -0.051, -0.091], [-1.540, 0.343, 3.965], [-0.735, -0.848, 2.400], [1.068, -1.470, 3.339], [-1.932, -2.598, 2.802], [-1.259, -3.888, 2.435], [-0.385, -4.473, 3.352], [0.295, -5.645, 3.066], [0.098, -6.267, 1.842], [-0.784, -5.711, 0.932], [-1.473, -4.530, 1.207], [-2.409, -3.980, 0.173], [-1.445, -2.469, -1.004], [-0.022, -3.693, -1.996], [-2.903, -2.317, -2.553], [-1.455, -0.212, 4.898], [-2.585, 0.564, 3.758], [-0.983, 1.274, 4.033], [0.884, -1.729, 4.381], [1.801, -0.666, 3.289], [1.463, -2.339, 2.815], [-2.892, -2.456, 2.307], [-2.110, -2.561, 3.878], [-0.243, -3.998, 4.316], [0.965, -6.075, 3.798], [0.614, -7.187, 1.605], [-0.961, -6.211, -0.014], [-3.315, -3.552, 0.601], [-2.709, -4.759, -0.530], [-0.526, -4.556, -2.428], [0.730, -4.020, -1.280], [0.460, -3.120, -2.787], [-3.228, -3.319, -2.830], [-2.469, -1.830, -3.425], [-3.758, -1.739, -2.207], [4.539, -1.866, -1.743], [3.805, -1.441, -3.401], [4.823, -0.126, -4.250], [3.686, -2.978, -4.459], [2.036, -0.744, -3.289], [1.386, -0.446, -4.485], [0.086, 0.051, -4.517], [-0.557, 0.276, -3.320], [0.045, 0.021, -2.157], [1.290, -0.497, -2.134], [1.674, -0.825, -0.451], [5.544, -2.265, -1.908], [3.961, -2.626, -1.216], [4.627, -0.996, -1.092], [5.845, -0.474, -4.409], [4.868, 0.782, -3.645], [4.409, 0.142, -5.224], [4.678, -3.406, -4.617], [3.258, -2.771, -5.442], [3.069, -3.739, -3.977], [1.900, -0.611, -5.426], [-0.411, 0.270, -5.451], [-1.561, 0.680, -3.265], [-2.353, 4.020, -1.476], [-1.107, 4.164, -2.184], [-0.661, 5.543, -2.191], [-0.110, 3.139, -1.856], [0.427, 3.028, -0.431], [1.188, 4.127, -0.003], [1.773, 4.196, 1.245], [1.621, 3.112, 2.093], [0.909, 2.007, 1.660], [0.292, 1.895, 0.400], [-3.104, 4.677, -1.923], [-2.270, 4.280, -0.407], [-2.701, 2.989, -1.556], [-1.403, 6.150, -2.712], [0.282, 5.627, -2.732], [-0.528, 5.971, -1.186], [0.738, 3.312, -2.525], [-0.550, 2.193, -2.143], [1.353, 4.938, -0.699], [2.360, 5.059, 1.533], [2.084, 3.102, 3.073], [0.903, 1.176, 2.351], [-6.099, 4.266, 0.446], [-4.846, 3.655, 0.973], [-4.069, 4.175, 1.968], [-2.915, 3.469, 2.350], [-2.558, 2.324, 1.776], [-3.281, 1.852, 0.771], [-2.869, 0.498, -0.184], [-4.430, 2.501, 0.406], [-2.000, 4.006, 3.396], [-6.348, 5.164, 1.004], [-6.930, 3.564, 0.523], [-5.975, 4.532, -0.605], [-4.340, 5.104, 2.446], [-4.947, 2.106, -0.370], [-2.400, 4.900, 3.868], [-1.040, 4.235, 2.927], [-1.809, 3.244, 4.150]], "forces_ev_per_angstrom": [[-0.3, -0.1, 0.1], [0.0, 0.0, 0.0], [0.1, 0.1, -0.1], [0.0, 0.0, 0.0], [0.0, 0.0, 0.0], [0.0, 0.0, 0.0], [0.0, 0.0, 0.0], [0.0, 0.0, 0.0], [0.0, 0.0, 0.0], [0.0, 0.0, 0.0], [0.0, 0.0, 0.0], [0.0, 0.0, 0.0], [0.0, 0.0, 0.0], [0.0, 0.0, 0.0], [0.0, 0.0, 0.0], [0.0, 0.0, 0.0], [0.0, 0.0, 0.0], [0.0, 0.0, 0.0], [0.0, 0.0, 0.0], [0.0, 0.0, 0.0], [0.0, 0.0, 0.0], [0.0, 0.0, 0.0], [0.0, 0.0, 0.0], [0.0, 0.0, 0.0], [0.0, 0.0, 0.0], [0.0, 0.0, 0.0], [0.0, 0.0, 0.0], [0.0, 0.0, 0.0], [0.0, 0.0, 0.0], [0.0, 0.0, 0.0], [0.0, 0.0, 0.0], [0.0, 0.0, 0.0], [0.0, 0.0, 0.0], [0.0, 0.0, 0.0], [0.0, 0.0, 0.0], [0.0, 0.0, 0.0], [0.0, 0.0, 0.0], [0.0, 0.0, 0.0], [0.0, 0.0, 0.0], [0.0, 0.0, 0.0], [0.0, 0.0, 0.0], [0.0, 0.0, 0.0], [0.0, -0.1, 0.0], [0.1, 0.1, -0.1], [0.0, 0.0, 0.0], [0.0, 0.0, 0.1], [0.0, 0.0, 0.0], [0.0, 0.0, 0.0], [0.0, 0.0, 0.0], [0.0, 0.0, 0.0], [0.0, 0.0, 0.0], [0.0, 0.0, 0.0], [0.0, 0.0, 0.0], [0.0, 0.0, 0.0], [0.0, 0.0, 0.0], [0.0, 0.0, 0.0], [0.0, 0.0, 0.0], [0.0, 0.0, 0.0], [0.1, -0.1, 0.0], [0.1, 0.0, 0.1], [0.0, 0.0, 0.0], [-0.1, 0.0, 0.0], [0.0, 0.1, -0.1], [-0.1, 0.0, 0.0], [0.0, 0.0, 0.0], [0.0, 0.0, 0.0], [0.0, 0.0, 0.0], [0.0, -0.1, 0.0], [0.0, 0.0, 0.0], [0.0, 0.0, 0.1], [0.0, 0.0, 0.0], [0.0, 0.0, 0.0], [0.0, 0.0, 0.0], [0.0, 0.0, 0.0], [0.0, 0.0, 0.0], [-0.1, 0.1, 0.1], [0.0, 0.0, 0.0], [0.0, 0.0, 0.0], [0.0, 0.0, 0.0], [0.0, -0.1, 0.0], [0.0, 0.0, 0.0], [0.0, 0.0, 0.0], [0.0, 0.0, 0.0], [0.0, 0.1, -0.1], [0.1, 0.0, -0.1], [0.0, 0.1, -0.1], [0.1, 0.1, 0.0], [0.0, 0.0, 0.1], [0.0, 0.0, 0.0], [0.0, 0.0, 0.0], [0.0, 0.0, 0.0], [0.0, 0.0, 0.0], [0.0, 0.0, 0.0], [0.0, 0.0, 0.0], [0.0, 0.0, 0.0], [0.0, 0.0, 0.0], [0.0, 0.0, 0.0]], "mulliken_charge": [-0.91, -1.24, 0.95, -1.47, -1.47, 0.72, -0.60, -0.73, -0.79, -0.66, 0.62, -1.48, 0.77, -1.37, -1.30, 0.67, 0.44, 0.15, 0.43, 0.46, 0.39, 0.45, 0.76, 0.41, 0.43, 0.42, 0.38, 0.61, 0.73, 0.56, 0.35, 0.33, 0.47, 0.38, 0.37, -1.03, 0.06, -1.10, -1.07, 0.27, -0.36, -1.80, -0.60, 1.10, 0.75, -0.66, 0.39, 0.30, 0.33, 0.35, 0.33, 0.35, 0.40, 0.34, 0.30, 0.35, 0.48, 0.71, -0.69, 0.15, -1.11, -0.80, 2.10, -0.79, -0.98, -1.32, -0.37, 1.13, 0.40, 0.26, 0.00, 0.35, 0.36, 0.37, 0.80, -1.03, 0.54, 0.41, 0.48, 0.36, -1.45, 0.70, -1.10, 0.93, 0.47, -0.77, -0.62, 0.33, -1.21, 0.39, 0.36, 0.36, 0.46, 0.35, 0.43, 0.13, 0.22], "orbital_gap_ha": [0.265, 0.246], "charge": 1, "de_lowest_kj_mol": 39.1, "homo_ev": [-10.085, -10.091], "spin_multiplicity": 2}

---

No. 2
{"formula": "C12H44N22O14", "method": "ωB97M-V with the def2-TZVPD basis set", "elements": ["C", "O", "O", "O", "C", "O", "N", "N", "H", "H", "H", "H", "C", "O", "N", "N", "H", "H", "H", "H", "C", "O", "N", "N", "H", "H", "H", "H", "C", "O", "N", "N", "H", "H", "H", "H", "C", "O", "N", "N", "H", "H", "H", "H", "C", "O", "N", "N", "H", "H", "H", "H", "C", "O", "N", "N", "H", "H", "H", "H", "C", "O", "N", "N", "H", "H", "H", "H", "C", "O", "N", "N", "H", "H", "H", "H", "C", "O", "N", "N", "H", "H", "H", "H", "C", "O", "N", "N", "H", "H", "H", "H"], "coordinates": [[-0.157, 0.190, 0.550], [0.319, -0.414, -0.443], [0.581, 0.696, 1.394], [-1.326, 0.472, 0.587], [-1.442, -0.203, 6.982], [-1.887, -0.114, 8.098], [-0.232, -0.024, 6.774], [-2.119, -0.434, 5.915], [0.078, -0.040, 5.813], [0.304, 0.289, 7.571], [-1.777, -0.393, 4.966], [-3.072, -0.639, 6.180], [-7.205, -1.997, -0.071], [-8.036, -2.850, 0.177], [-6.386, -1.576, 0.783], [-7.128, -1.335, -1.227], [-6.678, -1.800, 1.724], [-5.592, -1.044, 0.458], [-6.556, -0.503, -1.210], [-7.676, -1.516, -2.056], [-2.127, -4.402, -4.833], [-2.913, -5.106, -5.472], [-2.471, -3.624, -3.881], [-0.844, -4.244, -5.046], [-1.872, -2.898, -3.515], [-3.458, -3.766, -3.720], [-0.484, -4.489, -5.958], [-0.285, -3.882, -4.287], [1.273, 7.123, -2.446], [1.274, 8.371, -2.682], [1.278, 6.196, -3.389], [1.355, 6.619, -1.246], [1.301, 6.377, -4.382], [1.405, 5.262, -3.025], [1.393, 7.369, -0.570], [1.297, 5.629, -1.054], [3.407, 4.648, 5.563], [4.103, 5.318, 6.236], [3.770, 3.848, 4.690], [2.104, 4.586, 5.534], [3.101, 3.189, 4.319], [4.751, 3.607, 4.700], [1.559, 5.178, 6.144], [1.742, 3.799, 5.015], [6.182, -4.865, -4.539], [6.618, -5.439, -3.573], [6.770, -4.894, -5.707], [5.315, -3.949, -4.464], [6.360, -4.291, -6.405], [7.676, -5.307, -5.878], [5.120, -3.570, -3.548], [4.808, -3.622, -5.274], [-3.476, 2.947, -4.241], [-4.207, 3.375, -5.131], [-2.681, 2.036, -4.379], [-3.589, 3.319, -2.958], [-2.043, 1.828, -3.625], [-2.932, 1.343, -5.070], [-2.975, 2.841, -2.315], [-4.239, 4.071, -2.775], [-4.407, 4.875, 2.947], [-5.156, 5.768, 3.379], [-3.180, 5.011, 2.662], [-4.864, 3.683, 2.751], [-2.843, 5.949, 2.823], [-2.699, 4.291, 2.143], [-5.729, 3.269, 3.069], [-4.257, 3.081, 2.214], [-2.344, -6.477, 2.008], [-2.324, -7.230, 2.964], [-2.085, -5.165, 2.012], [-2.581, -6.810, 0.775], [-2.120, -4.474, 1.276], [-1.833, -4.841, 2.935], [-2.305, -6.083, 0.130], [-2.571, -7.778, 0.488], [4.623, -3.644, 2.747], [5.520, -4.281, 3.216], [4.138, -2.565, 3.253], [4.256, -3.752, 1.510], [4.526, -2.495, 4.184], [3.707, -1.859, 2.675], [3.427, -3.260, 1.208], [4.833, -4.432, 1.038], [5.216, 1.809, -3.174], [6.199, 2.343, -3.567], [4.119, 1.586, -3.896], [5.229, 1.274, -2.034], [3.437, 1.026, -3.405], [4.181, 1.700, -4.897], [6.127, 1.298, -1.573], [4.383, 0.887, -1.642]], "forces_ev_per_angstrom": [[2.2, 0.5, -1.6], [1.7, -2.6, -2.8], [4.0, 1.3, 4.2], [-8.0, 0.9, 0.2], [-2.5, 0.2, 2.1], [-2.0, -0.2, 2.7], [8.0, 1.2, -1.3], [-4.1, -1.3, -2.8], [0.8, 0.2, 0.5], [0.3, -0.1, -0.6], [-0.3, -0.1, 0.2], [-0.1, 0.0, -1.0], [-4.1, -1.9, -3.0], [-1.1, -1.0, 0.0], [3.8, 1.8, 4.3], [0.5, 1.3, -2.5], [1.1, 0.2, 0.1], [0.1, 0.0, 1.1], [-0.3, -0.1, -0.5], [0.1, -0.2, 0.6], [-0.8, -1.7, -2.7], [0.4, 0.0, 0.0], [-3.2, 1.8, 3.6], [3.7, -0.7, -1.8], [-0.7, 0.0, 0.2], [0.1, 0.9, 0.9], [0.3, -0.1, 0.6], [0.3, -0.1, -0.7], [0.4, 4.3, -2.4], [-0.2, -2.4, 0.6], [-0.1, -1.9, -1.5], [0.0, 0.2, 2.8], [0.0, 0.1, 0.5], [0.0, -0.1, -0.9], [0.0, -0.8, 0.6], [0.0, 0.5, 0.4], [-2.3, 1.9, 2.1], [2.5, 2.9, 2.8], [5.3, -6.2, -6.1], [-5.0, 1.2, 1.5], [0.9, -0.1, -0.4], [-0.2, -0.2, -0.4], [-0.2, -0.5, -0.3], [-1.1, 0.8, 0.6], [3.9, -1.8, 1.7], [0.5, -1.5, 1.6], [1.2, -0.7, -4.4], [-5.5, 4.4, 0.8], [0.7, -0.2, -0.1], [-0.5, -0.1, 0.2], [-0.5, -0.3, -0.3], [0.1, 0.2, 0.5], [-6.6, 5.9, 0.7], [-0.4, 0.4, -0.5], [6.9, -7.7, -2.0], [-0.3, 1.3, 1.0], [-0.1, -0.7, -0.4], [0.7, 0.1, 0.0], [-0.6, 0.7, 0.7], [0.5, -0.2, 0.5], [-5.4, 2.6, 2.2], [0.7, 0.3, 0.3], [5.0, 1.6, -1.1], [-1.0, -5.1, -1.4], [0.5, -0.4, -0.5], [0.5, 0.5, 0.3], [0.2, 0.8, -0.1], [-0.3, -0.5, 0.3], [0.5, 0.1, 1.2], [0.0, 0.0, 0.5], [0.8, 2.3, 3.0], [-0.9, -1.8, -4.0], [-0.1, -0.5, 0.1], [0.0, 0.4, -0.3], [-0.2, -0.8, -0.5], [0.0, 0.3, 0.1], [1.5, 0.6, -1.3], [1.8, -2.3, 1.9], [-1.4, 2.7, 3.8], [-0.8, -1.8, -3.7], [-0.6, 1.3, 0.0], [0.0, 0.2, 0.8], [0.3, -0.6, -0.7], [-0.9, 0.1, -0.8], [-0.1, 0.3, -3.0], [3.3, 2.5, -2.4], [-1.9, 0.1, -0.8], [-0.6, -2.6, 6.0], [-0.4, 0.0, -1.0], [-0.4, -0.1, 0.4], [-0.6, 0.0, 0.4], [0.5, -0.1, 0.6]], "mulliken_charge": [0.44, -0.85, -0.80, -0.76, 0.67, -0.72, -0.38, -0.41, 0.20, 0.21, 0.23, 0.20, 0.71, -0.69, -0.37, -0.41, 0.21, 0.20, 0.16, 0.19, 0.71, -0.69, -0.43, -0.41, 0.21, 0.21, 0.19, 0.21, 0.68, -0.72, -0.35, -0.40, 0.20, 0.17, 0.22, 0.21, 0.63, -0.65, -0.35, -0.37, 0.17, 0.22, 0.19, 0.15, 0.67, -0.65, -0.39, -0.37, 0.14, 0.21, 0.21, 0.18, 0.67, -0.72, -0.34, -0.42, 0.21, 0.21, 0.19, 0.19, 0.67, -0.73, -0.37, -0.34, 0.22, 0.21, 0.18, 0.15, 0.61, -0.66, -0.38, -0.37, 0.20, 0.18, 0.19, 0.22, 0.67, -0.68, -0.44, -0.44, 0.22, 0.23, 0.23, 0.20, 0.69, -0.68, -0.43, -0.39, 0.20, 0.21, 0.20, 0.20], "orbital_gap_ha": 0.098, "charge": -2, "de_lowest_kj_mol": 1522.6, "homo_ev": 0.102}

---

No. 3
{"formula": "CH4BNO2", "method": "ωB97M-V with the def2-TZVPD basis set", "elements": ["C", "B", "O", "N", "O", "H", "H", "H", "H"], "coordinates": [[-0.040, -0.261, 0.422], [0.407, -0.375, -1.098], [1.631, -0.805, -1.500], [2.697, -1.673, -1.338], [2.386, -2.730, -0.919], [-0.414, 0.710, 0.620], [0.821, -0.651, 1.028], [-0.798, -1.017, 0.456], [-0.346, 0.179, -1.947]], "forces_ev_per_angstrom": [[2.5, -1.9, -1.3], [-1.3, 1.6, 0.6], [0.1, 0.2, -1.4], [-0.2, -1.3, 1.0], [0.2, 1.0, -0.5], [-0.3, 0.8, 0.6], [-1.0, 0.8, 0.0], [-1.0, -0.3, 0.5], [1.0, -0.9, 0.5]], "mulliken_charge": [-0.71, 0.25, -0.21, 0.28, -0.28, 0.25, 0.23, 0.26, -0.07], "orbital_gap_ha": 0.379, "de_lowest_kj_mol": 70.5, "homo_ev": -10.587, "smiles": "CBON=O"}

---

No. 4
{"formula": "C7H10F4IO2", "method": "ωB97M-V with the def2-TZVPD basis set", "elements": ["F", "C", "F", "C", "F", "F", "C", "I", "H", "H", "O", "C", "O", "C", "C", "C", "H", "H", "H", "H", "H", "H", "H", "H"], "coordinates": [[0.017, 2.832, -0.414], [-0.716, 2.659, -1.553], [0.111, 2.017, -2.435], [-2.037, 1.840, -1.316], [-2.170, 1.713, 0.057], [-1.772, 0.555, -1.776], [-3.287, 2.301, -1.967], [-3.595, 4.382, -1.362], [-0.935, 3.644, -1.967], [-3.060, 2.414, -3.035], [1.041, -4.503, 1.382], [1.260, -3.319, 1.377], [0.275, -2.474, 1.714], [0.485, -1.057, 1.868], [0.494, -0.311, 0.554], [2.595, -2.770, 0.921], [1.394, -0.884, 2.449], [-0.354, -0.730, 2.480], [1.315, -0.630, -0.088], [0.599, 0.759, 0.736], [-0.439, -0.464, 0.016], [2.560, -2.661, -0.163], [3.359, -3.502, 1.169], [2.860, -1.810, 1.353]], "forces_ev_per_angstrom": [[0.1, 0.0, 0.1], [-0.1, 0.0, -0.1], [-0.1, 0.0, 0.0], [0.1, 0.0, 0.0], [0.0, 0.1, -0.1], [0.0, 0.1, 0.1], [0.1, 0.0, -0.1], [-0.1, 0.0, 0.0], [0.0, -0.1, 0.1], [0.0, 0.0, 0.1], [0.0, 0.0, 0.1], [-0.1, 0.0, -0.2], [0.0, -0.1, 0.1], [0.0, 0.1, -0.1], [0.0, -0.1, 0.0], [0.1, 0.0, 0.2], [0.0, 0.0, 0.0], [0.0, 0.0, 0.0], [0.0, 0.0, 0.0], [0.0, 0.0, 0.0], [0.0, 0.0, 0.0], [0.0, 0.0, 0.0], [0.0, 0.0, 0.0], [0.0, 0.0, 0.0]], "mulliken_charge": [-0.28, 0.27, -0.30, 0.72, -0.31, -0.32, -0.89, -0.24, 0.14, 0.23, -0.59, 0.75, -0.37, -0.68, -0.54, -0.92, 0.40, 0.32, 0.23, 0.25, 0.25, 0.24, 0.31, 0.33], "orbital_gap_ha": 0.225, "charge": -1, "homo_ev": -3.325}